{
  "formula": "C3H13NO2S",
  "method": "ωB97M-V/def2-TZVPD",
  "elements": ["C", "N", "C", "C", "S", "H", "H", "H", "H", "H", "H", "H", "H", "H", "H", "H", "O", "H", "H", "O"],
  "positions_angstrom": [[0.27719, -2.82939, 0.10267], [0.72148, -1.64929, -0.59297], [-0.32899, -0.66027, -0.67465], [0.16981, 0.57103, -1.33882], [-1.05411, 1.83955, -1.51666], [1.02713, -3.59700, 0.26480], [-0.10079, -2.62396, 1.12220], [-0.61387, -3.37643, -0.23855], [1.29875, -1.12723, 0.09748], [-0.72223, -0.51634, 0.33851], [-1.21992, -1.13002, -1.12982], [0.57604, 0.30685, -2.31904], [0.92893, 1.09459, -0.69194], [-1.99603, 4.17221, -0.06055], [-1.27539, 4.02205, 0.08085], [-0.83847, 1.84640, 0.77748], [-0.45993, 1.66864, 1.65044], [0.29924, 1.05440, 1.53543], [2.04966, 0.65161, 1.50179], [1.26150, 0.28258, 1.09136]],
  "homo_lumo_gap_ev": 4.2,
  "lumo_ev": -4.78,
  "spin_multiplicity": 1,
  "charge": 0
}

{
  "formula": "C21H21N2O2",
  "method": "ωB97M-V/def2-TZVPD",
  "elements": ["C", "O", "C", "C", "C", "C", "C", "C", "C", "C", "C", "C", "C", "C", "C", "H", "H", "H", "H", "H", "H", "H", "H", "H", "H", "H", "H", "H", "C", "C", "O", "N", "C", "C", "C", "N", "C", "C", "H", "H", "H", "H", "H", "H", "H", "H"],
  "positions_angstrom": [[-5.37188, -0.20409, 4.68136], [-4.51431, -1.17461, 4.04985], [-3.83185, -0.89791, 2.91084], [-3.03927, -1.95294, 2.38482], [-2.30046, -1.78658, 1.23587], [-2.27937, -0.53557, 0.54297], [-1.48158, -0.35438, -0.62687], [-1.88373, 0.36663, -1.77392], [-1.06973, 0.37180, -2.95234], [-1.34772, 1.24035, -3.99637], [-2.41953, 2.14735, -3.91248], [-3.29455, 2.07827, -2.81899], [-3.10011, 1.12509, -1.83156], [-3.05993, 0.51439, 1.10406], [-3.87040, 0.33179, 2.20926], [-5.66225, -0.69622, 5.60982], [-4.84185, 0.73041, 4.90251], [-6.25985, -0.01101, 4.06747], [-3.05444, -2.90030, 2.91503], [-1.71847, -2.61724, 0.83135], [-0.53678, -0.88154, -0.67786], [-0.22044, -0.31338, -2.98972], [-0.73557, 1.21093, -4.89726], [-2.59580, 2.86357, -4.71618], [-4.14963, 2.75062, -2.75889], [-3.86032, 0.96767, -1.06718], [-2.99009, 1.49873, 0.64551], [-4.53654, 1.13374, 2.51904], [7.78859, 0.50809, 0.14800], [6.29040, 0.66696, 0.11339], [5.73518, 1.71441, 0.42820], [5.59537, -0.45897, -0.29284], [4.21027, -0.59123, -0.44103], [3.66197, -1.84617, -0.78651], [2.27769, -1.96520, -0.91219], [1.44111, -0.92512, -0.73352], [1.95409, 0.27218, -0.43711], [3.33167, 0.48545, -0.27033], [8.17246, -0.15325, -0.63359], [8.24249, 1.49182, 0.03010], [8.11438, 0.14147, 1.12783], [6.14949, -1.28063, -0.47095], [4.30251, -2.70697, -0.95384], [1.81661, -2.92157, -1.16665], [1.24087, 1.09461, -0.32754], [3.70127, 1.46853, -0.01156]],
  "homo_lumo_gap_ev": 6.4,
  "lumo_ev": -5.19,
  "spin_multiplicity": 1,
  "charge": 1
}

{
  "formula": "C8H22AuN5O2P2",
  "method": "ωB97M-V/def2-TZVPD",
  "elements": ["Au", "C", "N", "C", "N", "C", "N", "C", "P", "C", "C", "H", "H", "H", "H", "H", "H", "H", "H", "H", "H", "H", "H", "N", "C", "P", "O", "O", "C", "N", "H", "H", "H", "H", "H", "H", "H", "H", "H", "H"],
  "positions_angstrom": [[0.60741, 0.62454, -0.40326], [-2.32445, 0.23267, 3.90257], [-2.59240, -0.83248, 2.88687], [-1.93982, -2.06946, 3.27971], [-0.48189, -1.89419, 3.51851], [-0.30163, -0.84429, 4.51368], [-0.90251, 0.44409, 4.13402], [-0.21562, 1.01401, 3.04224], [-0.35795, -0.05514, 1.54282], [-2.09894, -0.39381, 1.57127], [0.25516, -1.65868, 2.30072], [-2.79581, -0.11090, 4.84845], [-2.78081, 1.14794, 3.58301], [-2.08446, -2.77480, 2.46084], [-2.38892, -2.38397, 4.23230], [0.72028, -0.71429, 4.68983], [-0.76940, -1.21485, 5.45669], [0.87981, 1.07794, 3.17924], [-0.55233, 2.03059, 2.83267], [-2.40860, -1.06716, 0.78669], [-2.62006, 0.54192, 1.32943], [1.32632, -1.56071, 2.53792], [0.17119, -2.47934, 1.58231], [1.38747, 3.35649, -4.10284], [0.49520, 2.21142, -4.31178], [1.58865, 0.82719, -3.67021], [2.77598, 0.88845, -4.59932], [1.71170, 1.00214, -2.18624], [0.88577, -0.88166, -3.89598], [2.14044, -1.72633, -4.04142], [2.24194, 3.22421, -4.67288], [1.67797, 3.44981, -3.13105], [0.96306, 4.29741, -4.29186], [0.24772, 2.12816, -5.35128], [-0.36603, 2.30992, -3.65808], [0.25285, -0.95632, -4.77970], [0.32308, -1.25920, -2.96800], [2.66909, -1.89327, -3.11640], [2.80737, -1.36538, -4.73903], [1.85320, -2.67269, -4.29246]],
  "homo_lumo_gap_ev": 7.5,
  "lumo_ev": -5.95,
  "spin_multiplicity": 1,
  "charge": 2
}

{
  "formula": "C8H8",
  "method": "ωB97M-V/def2-TZVPD",
  "elements": ["C", "C", "C", "C", "C", "C", "H", "H", "H", "H", "H", "H", "C", "C", "H", "H"],
  "positions_angstrom": [[-1.06984, 0.83518, -0.32061], [-2.08318, 0.20788, 0.32501], [-2.22180, -1.11564, 0.12004], [-1.25180, -1.73861, -0.70968], [-0.03637, -1.15951, -1.07663], [0.12788, 0.23424, -0.75485], [-1.02119, 1.92872, -0.26788], [-3.09891, 0.83235, 0.67123], [-2.94696, -1.67887, 0.84678], [-1.12251, -2.85544, -0.75703], [0.84466, -1.63195, -1.51956], [1.13234, 0.73886, -0.87460], [3.21038, 1.15910, 1.71142], [3.26178, 1.51792, 0.60811], [3.04491, 0.99783, 2.82314], [3.54543, 2.02511, -0.33893]],
  "homo_lumo_gap_ev": 10.0,
  "lumo_ev": 1.00,
  "spin_multiplicity": 1,
  "charge": 0
}

{
  "formula": "C17H32CuN6O2",
  "method": "ωB97M-V/def2-TZVPD",
  "elements": ["Cu", "N", "C", "C", "C", "C", "N", "H", "H", "H", "H", "H", "H", "H", "H", "H", "H", "H", "H", "C", "C", "N", "C", "C", "N", "C", "C", "H", "H", "H", "H", "H", "H", "H", "H", "H", "H", "H", "H", "O", "C", "N", "C", "O", "C", "C", "C", "C", "N", "C", "H", "H", "H", "H", "H", "H", "H", "H"],
  "positions_angstrom": [[0.64074, -0.04949, -0.24449], [-0.51192, -1.63327, -0.88438], [0.29920, -2.70572, -1.53246], [0.88410, -2.27202, -2.88066], [2.36583, -1.88024, -2.92049], [2.74331, -0.47059, -2.49838], [2.58062, -0.24111, -1.02967], [-0.98144, -2.01959, -0.05872], [-1.27022, -1.38704, -1.51447], [-0.33263, -3.58405, -1.66424], [1.08796, -2.99161, -0.83306], [0.27409, -1.46225, -3.29829], [0.75611, -3.10574, -3.57047], [2.70977, -1.98463, -3.95067], [2.95667, -2.60360, -2.34752], [2.12882, 0.26075, -3.02672], [3.78087, -0.28003, -2.77367], [3.13084, 0.57243, -0.76516], [3.03829, -1.01678, -0.55166], [-0.75696, 1.45700, -2.31708], [-1.35264, 2.83570, -2.76138], [-1.26441, 3.78934, -1.67209], [-1.99176, 3.29281, -0.51930], [-1.35515, 1.95169, -0.02302], [-0.23594, 1.59338, -0.93512], [0.79156, 2.66296, -0.88938], [0.12448, 4.01403, -1.32491], [0.06099, 1.14507, -2.96521], [-1.52160, 0.68179, -2.31553], [-2.39491, 2.71343, -3.05086], [-0.80607, 3.22052, -3.62069], [-3.03433, 3.13717, -0.79128], [-1.95700, 4.03444, 0.27679], [-2.07680, 1.13371, -0.03752], [-0.95071, 2.05020, 0.98255], [1.60231, 2.38691, -1.56399], [1.17457, 2.71698, 0.13108], [0.64950, 4.42267, -2.18650], [0.18509, 4.73840, -0.51473], [-2.20782, -2.80361, 1.47837], [-1.85808, -3.16799, 2.82017], [-2.39826, -2.29459, 3.82187], [-1.75125, -1.24176, 4.42515], [-2.13818, -0.72347, 5.44065], [-0.48249, -0.74777, 3.77412], [0.64160, -0.47333, 4.54248], [1.77713, 0.01853, 3.91805], [1.74794, 0.23193, 2.55366], [0.65163, 0.00949, 1.80960], [-0.44195, -0.46642, 2.42437], [-3.10920, -3.09945, 1.30542], [-0.77153, -3.15711, 2.85641], [-2.20001, -4.18111, 3.02404], [-3.23262, -2.58401, 4.31346], [0.61563, -0.63789, 5.61244], [2.67649, 0.23257, 4.47749], [2.62285, 0.60610, 2.03669], [-1.31315, -0.64376, 1.80892]],
  "homo_lumo_gap_ev": [8.9, 5.9],
  "lumo_ev": [-5.66, -8.62],
  "spin_multiplicity": 2,
  "charge": 2
}

{
  "formula": "C5H15N2",
  "method": "ωB97M-V/def2-TZVPD",
  "elements": ["C", "C", "C", "N", "H", "H", "H", "H", "H", "H", "H", "H", "C", "N", "C", "H", "H", "H", "H", "H", "H", "H"],
  "positions_angstrom": [[-2.05128, 0.77684, -1.11374], [-0.87669, 0.23597, -1.85501], [0.38993, 0.12101, -1.51078], [-1.25211, -0.19232, -3.25233], [-1.70889, 1.31415, -0.23027], [-2.66261, 1.47120, -1.69122], [-2.70459, -0.01967, -0.74585], [1.11299, -0.29254, -2.20258], [0.71578, 0.38900, -0.51846], [-1.44101, 0.52631, -3.95442], [-2.11589, -0.73385, -3.14333], [-0.54626, -0.82483, -3.62884], [2.49215, -0.03510, 2.48545], [1.28287, -0.62072, 3.02153], [0.18865, -0.57025, 2.06741], [2.77980, -0.57393, 1.58019], [2.39502, 1.02733, 2.21309], [3.32587, -0.12836, 3.17722], [0.97280, -0.14051, 3.85195], [-0.04607, 0.45393, 1.72340], [-0.68236, -1.01848, 2.54210], [0.43190, -1.16521, 1.18449]],
  "homo_lumo_gap_ev": 7.6,
  "lumo_ev": -3.79,
  "spin_multiplicity": 1,
  "charge": 1
}

{
  "formula": "C3H7N5",
  "method": "ωB97M-V/def2-TZVPD",
  "elements": ["C", "C", "C", "H", "H", "H", "H", "H", "H", "H", "N", "N", "N", "N", "N"],
  "positions_angstrom": [[0.59947, -0.65369, -0.17474], [-1.61244, -0.02378, -0.21405], [0.38130, 0.68344, -0.11228], [2.23249, -1.14469, 0.71775], [2.11277, -1.82773, -0.94005], [-0.97688, -1.60419, 0.95946], [-3.30047, -1.01231, 0.01206], [-1.41734, 2.28342, 0.18364], [2.41199, 0.63028, 0.50679], [1.15244, 2.49525, 0.44610], [1.58036, -1.46975, -0.07314], [-0.75627, -1.04917, -0.63382], [-2.94036, -0.06991, 0.08948], [-0.92898, 1.09503, -0.48558], [1.46192, 1.66780, -0.28160]],
  "homo_lumo_gap_ev": 6.6,
  "lumo_ev": -0.97,
  "spin_multiplicity": 1,
  "charge": 0
}

{
  "formula": "C3H10S",
  "method": "ωB97M-V/def2-TZVPD",
  "elements": ["C", "S", "C", "H", "H", "H", "H", "H", "H", "C", "H", "H", "H", "H"],
  "positions_angstrom": [[0.43550, 0.43139, -0.74590], [0.57222, -0.62091, -2.18613], [0.74056, -2.24776, -1.35924], [1.04416, 0.14042, 0.09988], [0.71238, 1.44797, -0.98694], [-0.58584, 0.47309, -0.37431], [1.03793, -2.08002, -0.32844], [1.57087, -2.73777, -1.83783], [-0.18452, -2.81217, -1.40267], [-1.93733, 2.83447, 5.51167], [-2.22427, 1.99950, 6.13714], [-2.28755, 3.72634, 5.99883], [-0.86193, 2.68817, 5.45930], [-2.30201, 2.61694, 4.52274]],
  "homo_lumo_gap_ev": 9.5,
  "lumo_ev": 0.96,
  "spin_multiplicity": 1,
  "charge": 0
}

In Eh/bohr, the strongest force on any atom values for the records above are, in order, 0.0634, 0.0321, 0.0414, 0.1327, 0.0064, 0.0196, 0.1830, 0.0308.